(1)
Entry from the Open Molecules 2025 dataset: an isolated molecule of C5H13NO (wB97M-V/def2-TZVPD).

```
! RIJCOSX wB97M-V def2-TZVPD def2/J DEFGRID3
* xyz 0 1
C 1.4294 1.8243 -1.9395
N 0.3044 1.8198 -0.9690
C -0.6220 0.7154 -1.1121
C 0.0502 -0.6712 -0.7971
C 0.3291 -1.0127 0.6746
C -0.9508 -1.0974 1.4591
O -0.6843 -1.7369 2.7353
H 1.3154 2.6060 -2.7354
H 2.2831 2.2156 -1.3854
H 1.6200 0.9235 -2.5151
H -0.2386 2.6697 -1.0436
H -1.0088 0.5876 -2.1771
H -1.4556 0.9615 -0.4347
H 1.0691 -0.5574 -1.2106
H -0.4608 -1.4865 -1.3071
H 1.0425 -1.8494 0.6126
H 0.9728 -0.2051 1.0425
H -1.7560 -1.7294 1.1192
H -1.2963 -0.0748 1.6398
H 0.0318 -1.3935 3.2824
*
```

- Relative energy (zero: lowest compared OMol25 entry of this formula, charge and spin): 183.3 kJ/mol
- E_tot: -328.2490 Eh
- SMILES: CNCCCCO
- Frontier orbital gap: 9.857 eV
- HOMO: -8.8 eV
- LUMO energy: 1.0 eV

(2)
Entry from the Open Molecules 2025 dataset: an isolated molecule of C5H13NO (wB97M-V/def2-TZVPD).

```
! RIJCOSX wB97M-V def2-TZVPD def2/J DEFGRID3
* xyz 0 1
C 1.5820 1.7138 0.5694
C 1.4671 0.2418 0.9872
N 0.8772 -0.7025 -0.0013
C -0.6282 -0.7626 0.0323
C -0.9438 -2.1985 -0.4029
C -1.3248 0.2531 -0.8676
O -1.2675 1.5573 -0.1914
H 0.6390 2.2414 0.4623
H 2.2044 2.1577 1.3378
H 2.0708 1.8509 -0.4016
H 2.4817 -0.1307 1.1146
H 0.8004 0.2406 1.8463
H 1.1223 -0.3527 -0.9229
H -0.9207 -0.5091 1.0393
H -1.1136 -2.2542 -1.4764
H -0.0879 -2.8559 -0.2436
H -1.7274 -2.7202 0.1600
H -2.3455 -0.0702 -1.0251
H -0.7285 0.4489 -1.7419
H -2.1571 1.8511 -0.2745
*
```

- Relative energy (zero: lowest compared OMol25 entry of this formula, charge and spin): 164.0 kJ/mol
- E_tot: -328.2564 Eh
- SMILES: CCN[C@H](C)CO
- Frontier orbital gap: 9.496 eV
- HOMO: -8.6 eV
- LUMO energy: 0.9 eV

(3)
Entry from the Open Molecules 2025 dataset: a 2-piece molecular cluster, C5H13NO overall (wB97M-V/def2-TZVPD).

```
! RIJCOSX wB97M-V def2-TZVPD def2/J DEFGRID3
* xyz 0 1
C 0.3121 -1.7504 2.1428
C 0.3391 -0.9806 0.8253
C -0.5838 -0.0887 0.4540
C -1.5827 0.4695 1.4147
N -0.6861 0.2506 -0.9632
C -1.4338 1.4868 -1.2672
H 0.2657 -2.8013 1.8293
H -0.5654 -1.6596 2.7764
H 1.2621 -1.5795 2.6459
H 1.2615 -1.1017 0.2674
H -2.5693 0.0223 1.2040
H -1.3643 0.4206 2.4751
H -1.7122 1.5394 1.2407
H -1.0760 -0.6351 -1.2701
H -0.9999 2.2528 -0.6294
H -2.4898 1.4165 -1.0143
H -1.2628 1.6762 -2.3216
O 3.0973 0.2718 -2.1642
H 2.9715 0.9699 -1.5093
H 3.7046 0.5723 -2.8493
*
```

- Relative energy (zero: lowest compared OMol25 entry of this formula, charge and spin): 194.9 kJ/mol
- E_tot: -328.2446 Eh
- SMILES: C/C=C(\C)NC.O
- Frontier orbital gap: 8.851 eV
- HOMO: -7.9 eV
- LUMO energy: 0.9 eV

(4)
Entry from the Open Molecules 2025 dataset: a 2-piece molecular cluster, C5H13NO overall (wB97M-V/def2-TZVPD).

```
! RIJCOSX wB97M-V def2-TZVPD def2/J DEFGRID3
* xyz 0 1
C -1.2251 0.3109 -2.6154
C -1.1701 -0.8698 -1.6736
C -1.0573 -0.3074 -0.2192
N -2.1444 -0.8042 0.5674
O -0.0765 0.3345 -0.0361
H -2.2638 0.5946 -3.0042
H -0.7790 0.1713 -3.5865
H -0.6232 1.0391 -2.2102
H -2.0448 -1.5493 -1.9372
H -0.2136 -1.5348 -1.7402
H -2.2635 -0.5244 1.6134
H -2.4044 -1.7805 0.5180
C 1.7912 1.2390 2.0198
C 2.4408 -0.0815 1.5937
H 1.2065 1.0255 2.9608
H 2.4245 2.0405 2.1994
H 0.9692 1.7580 1.3524
H 2.7595 0.0698 0.5445
H 1.5634 -0.8682 1.4603
H 3.1105 -0.2633 2.1930
*
```

- Relative energy (zero: lowest compared OMol25 entry of this formula, charge and spin): 258.2 kJ/mol
- E_tot: -328.2205 Eh
- SMILES: CCC(N)=O.CC
- Frontier orbital gap: 10.760 eV
- HOMO: -9.9 eV
- LUMO energy: 0.8 eV

(5)
Entry from the Open Molecules 2025 dataset: a 2-piece molecular cluster, C5H13NO overall (wB97M-V/def2-TZVPD).

```
! RIJCOSX wB97M-V def2-TZVPD def2/J DEFGRID3
* xyz 0 1
C 2.5293 1.1035 0.7074
C 1.9767 0.0573 -0.3059
C 1.1551 0.7516 -1.3580
N -0.1743 0.4263 -1.3986
O 1.6250 1.5966 -2.0933
H 2.3206 2.1453 0.4924
H 3.6130 0.9618 0.7665
H 2.2654 0.8808 1.7464
H 2.8631 -0.4258 -0.7044
H 1.3929 -0.6679 0.2627
H -0.7772 0.8520 -2.0860
H -0.5216 -0.3587 -0.8785
C -1.9471 -0.5761 1.2414
C -2.5984 -1.1751 -0.0362
H -2.0727 0.4959 1.1698
H -2.2162 -1.0546 2.1870
H -0.9135 -0.9487 1.2647
H -2.0888 -2.0686 -0.3555
H -2.8180 -0.4759 -0.8393
H -3.6132 -1.5195 0.2175
*
```

- Relative energy (zero: lowest compared OMol25 entry of this formula, charge and spin): 62.4 kJ/mol
- E_tot: -328.2951 Eh
- SMILES: CCC(N)=O.CC
- Frontier orbital gap: 10.513 eV
- HOMO: -9.7 eV
- LUMO energy: 0.8 eV

(6)
Entry from the Open Molecules 2025 dataset: a 2-piece molecular cluster, C5H13NO overall (wB97M-V/def2-TZVPD).

```
! RIJCOSX wB97M-V def2-TZVPD def2/J DEFGRID3
* xyz 0 1
C 1.6639 -0.7985 -1.1997
C 0.4217 -0.3919 -1.3313
C -0.6640 -0.6583 -0.3307
C -0.6987 -2.1374 0.0136
C -0.5133 0.2247 0.9526
N -2.0286 -0.3593 -0.7592
H 2.0327 -1.0729 -0.2501
H 2.2288 -0.7801 -2.1319
H 0.0609 -0.2038 -2.3404
H -1.6983 -2.4611 0.3722
H -0.4394 -2.7089 -0.8543
H 0.0234 -2.4692 0.7641
H -0.7634 1.2649 0.7785
H 0.5511 0.1758 1.2858
H -1.2585 -0.1535 1.6326
H -2.2326 0.5634 -1.0049
H -2.3189 -0.8587 -1.6084
O 1.5604 3.4069 2.0228
H 1.9019 2.7754 1.3693
H 2.3716 3.7573 2.4932
*
```

- Relative energy (zero: lowest compared OMol25 entry of this formula, charge and spin): 173.9 kJ/mol
- E_tot: -328.2526 Eh
- SMILES: C=CC(C)(C)N.O
- Frontier orbital gap: 10.189 eV
- HOMO: -9.4 eV
- LUMO energy: 0.8 eV

(7)
Entry from the Open Molecules 2025 dataset: a 2-piece molecular cluster, C5H13NO overall (wB97M-V/def2-TZVPD).

```
! RIJCOSX wB97M-V def2-TZVPD def2/J DEFGRID3
* xyz 0 1
C -2.1671 1.6997 2.4055
C -1.5275 1.0832 1.1916
C -0.6748 0.0787 1.3257
C 0.0206 -0.7184 0.2648
N 1.4718 -0.6897 0.3909
C 2.1897 0.1884 -0.4980
H -1.5680 2.5322 2.7832
H -2.1971 0.9621 3.2071
H -3.1845 2.0566 2.2491
H -1.7233 1.5141 0.2209
H -0.4381 -0.3251 2.3054
H -0.2072 -0.3713 -0.7504
H -0.3348 -1.7525 0.2762
H 1.9380 -1.5236 0.6815
H 3.2497 -0.0632 -0.4739
H 2.1734 1.1915 -0.0604
H 1.8958 0.2104 -1.5481
O 0.2845 -2.1298 -4.2985
H -0.2891 -2.1915 -5.0742
H 1.0880 -1.7518 -4.5984
*
```

- Relative energy (zero: lowest compared OMol25 entry of this formula, charge and spin): 180.1 kJ/mol
- E_tot: -328.2502 Eh
- SMILES: C/C=C/CNC.O
- Frontier orbital gap: 9.092 eV
- HOMO: -8.2 eV
- LUMO energy: 0.9 eV

(8)
Entry from the Open Molecules 2025 dataset: a 2-piece molecular cluster, C5H13NO overall (wB97M-V/def2-TZVPD).

```
! RIJCOSX wB97M-V def2-TZVPD def2/J DEFGRID3
* xyz 0 1
C -2.5635 -0.2653 2.9967
C -2.0358 0.4210 1.7517
C -0.8981 0.0664 1.1633
C -0.3636 0.8095 -0.0181
N 0.1257 0.0392 -1.1342
C 1.4086 -0.5976 -0.8244
H -2.8212 0.4552 3.7730
H -1.7897 -0.9568 3.3178
H -3.4789 -0.8171 2.7840
H -2.5790 1.2375 1.2925
H -0.1937 -0.6593 1.5638
H 0.3277 1.5718 0.3840
H -1.1628 1.4940 -0.3491
H 0.1123 0.5237 -2.0051
H 1.8007 -0.9784 -1.7685
H 1.2285 -1.5626 -0.3295
H 2.0208 0.0361 -0.1853
O 3.4543 -0.1127 -3.8622
H 3.5729 -1.0558 -3.9407
H 3.8348 0.3513 -4.6096
*
```

- Relative energy (zero: lowest compared OMol25 entry of this formula, charge and spin): 187.3 kJ/mol
- E_tot: -328.2475 Eh
- SMILES: C/C=C/CNC.O
- Frontier orbital gap: 9.226 eV
- HOMO: -8.4 eV
- LUMO energy: 0.8 eV

(9)
Entry from the Open Molecules 2025 dataset: C5H13NO as an isolated structure (wB97M-V/def2-TZVPD).

```
! RIJCOSX wB97M-V def2-TZVPD def2/J DEFGRID3
* xyz 0 1
C -1.6206 -0.2411 -0.6700
C 1.2746 0.4051 -0.0645
C -2.7991 -0.1896 0.2917
C 1.7706 0.6979 1.3154
C 2.0343 -0.5794 -0.8921
N -1.2322 0.8293 -1.3710
O -0.2704 -0.6016 0.4776
H -0.1770 -1.5696 0.4871
H -1.5808 1.6842 -0.9322
H -1.6063 -1.1616 -1.2631
H 0.9855 1.2855 -0.6222
H -2.5256 0.4766 1.1131
H -3.0458 -1.1738 0.6945
H -3.6655 0.2168 -0.2331
H 3.0118 -0.1476 -1.1401
H 2.7049 1.2673 1.2313
H 1.0576 1.3118 1.8616
H 1.9775 -0.2093 1.8811
H 2.2140 -1.5092 -0.3532
H 1.4925 -0.7915 -1.8119
*
```

- Relative energy (zero: lowest compared OMol25 entry of this formula, charge and spin): 389.3 kJ/mol
- E_tot: -328.1706 Eh
- Frontier orbital gap: 8.446 eV
- HOMO: -7.7 eV
- LUMO energy: 0.7 eV

(10)
Entry from the Open Molecules 2025 dataset: a 2-piece molecular cluster, C5H13NO overall (wB97M-V/def2-TZVPD).

```
! RIJCOSX wB97M-V def2-TZVPD def2/J DEFGRID3
* xyz 0 1
C 1.7038 -1.6642 0.6741
C 0.2614 -1.4052 0.2895
C -0.3473 0.0732 0.9985
C -1.8292 0.1499 0.7387
O 0.1871 0.4331 2.0299
H 1.8402 -1.4652 1.7376
H 1.9863 -2.6983 0.4728
H 2.3804 -1.0136 0.1186
H 0.0461 -1.4909 -0.7769
H -0.3983 -2.1252 0.7753
H -2.2477 1.0144 1.2532
H -1.9970 0.2625 -0.3338
H -2.3354 -0.7552 1.0705
C 0.3457 1.5849 -0.7666
N -0.4688 1.3493 -1.9307
H -0.0585 2.3806 -0.1449
H 1.3885 1.8390 -0.9754
H 0.4904 0.3833 -0.3013
H -1.0103 2.1543 -2.2151
H 0.0629 0.9930 -2.7140
*
```

- Relative energy (zero: lowest compared OMol25 entry of this formula, charge and spin): 290.1 kJ/mol
- E_tot: -328.2083 Eh
- SMILES: CCC(C)=O.CN
- Frontier orbital gap: 9.484 eV
- HOMO: -8.6 eV
- LUMO energy: 0.9 eV